(1)
Molecular formula: C3H9N2
Method: DFT, ωB97M-V/def2-TZVPD

The largest force on an atom is 4.4 eV/Å. Its charge is +1. The calculation puts the highest occupied orbital energy at -0.443 Eh.

XYZ file:
```
14
Properties=species:S:1:pos:R:3:nbo_charge:R:1
C 2.473 1.043 -0.342 0.0758
C 3.230 -0.077 0.132 -0.0623
N 2.628 -1.207 0.382 -0.2718
C -2.096 -0.768 -0.506 -0.4366
N -2.776 0.062 0.247 0.0503
H -0.360 -0.912 -0.497 -0.0924
H 2.865 2.006 -0.160 0.2351
H 1.405 0.731 -0.475 0.2549
H -5.097 1.699 1.143 0.0004
H 4.318 -0.004 0.202 0.2250
H 3.073 -1.772 1.107 0.3885
H -2.311 -1.842 -0.299 0.2763
H -5.461 1.637 0.604 0.0000
H -1.893 -0.595 -1.539 0.3568
```

***

(2)
Molecular formula: C9H10BrFN2O
Method: DFT, ωB97M-V/def2-TZVPD

The largest force on an atom is 3.7 eV/Å. Its charge is 0. The calculation puts the highest occupied orbital energy (spin up / spin down) at -0.348 / -0.263 Eh.

XYZ file:
```
24
Properties=species:S:1:pos:R:3:nbo_charge:R:1
C -3.548 -0.538 -0.745 0.3065
C -1.982 1.608 -1.225 -0.3672
C -1.764 0.732 -0.168 0.3635
C -3.095 1.441 -2.127 0.5976
C 2.627 1.037 -1.309 -0.3845
C 1.889 0.501 -0.296 -0.1401
C 1.360 1.384 0.841 -0.6316
C 0.411 -1.497 0.536 -0.7096
C 1.516 -0.849 -0.196 0.4344
N -2.636 -0.308 0.125 -0.5271
N -3.795 0.222 -1.833 -0.5808
O -3.271 2.117 -3.106 -0.5544
F 1.997 -1.607 -1.217 -0.3517
Br -0.862 3.077 -1.581 0.1302
H -4.159 -1.409 -0.597 0.1999
H 3.173 0.389 -2.036 0.2177
H 2.807 2.132 -1.172 0.1934
H 1.340 0.770 1.748 0.2145
H 0.340 1.682 0.506 0.2208
H 2.051 2.201 0.938 0.2197
H -0.010 -0.762 1.339 0.2439
H 0.759 -2.494 0.723 0.2404
H -0.498 -1.472 -0.115 0.2327
H -4.647 0.134 -2.377 0.4319
```

***

(3)
Molecular formula: C6H13N
Method: DFT, ωB97M-V/def2-TZVPD

The largest force on an atom is 0.4 eV/Å. Its charge is 0. The calculation puts the highest occupied orbital energy at -0.264 Eh.

XYZ file:
```
20
Properties=species:S:1:pos:R:3:nbo_charge:R:1
C -1.088 -2.457 1.155 -0.8886
C -0.269 -0.519 -1.367 -0.4068
C 1.113 -0.977 -0.974 -0.2491
N 0.720 0.386 -0.670 -0.2690
C 1.484 1.615 -0.637 -0.2265
C 0.648 1.175 0.533 -0.0309
C -0.687 1.819 0.793 -0.6231
H -0.266 -2.295 1.861 0.1920
H -0.952 -3.426 0.666 0.2083
H -2.037 -2.454 1.696 0.2063
H -0.283 -0.249 -2.429 0.1507
H -1.096 -1.680 0.379 0.2565
H 1.948 -1.010 -1.681 0.1809
H 1.260 -1.616 -0.099 0.1869
H 1.130 2.432 -1.260 0.2138
H 2.563 1.491 -0.579 0.2124
H 1.173 0.754 1.390 0.2087
H -0.583 2.654 1.493 0.2178
H -1.110 2.194 -0.144 0.2223
H -1.389 1.087 1.203 0.2373
```

***

(4)
Molecular formula: C3H11N3O3P
Method: DFT, ωB97M-V/def2-TZVPD

The largest force on an atom is 5.0 eV/Å. Its multiplicity is 3. Its charge is +1. The calculation puts the highest occupied orbital energy (spin up / spin down) at -0.316 / -0.506 Eh.

XYZ file:
```
21
Properties=species:S:1:pos:R:3:mulliken_spin:R:1
C -0.386 -0.306 -0.002 0.6590
C -2.708 -0.356 0.677 -0.0102
C -1.767 1.431 -0.778 0.0184
N 0.625 0.297 -0.640 0.0521
N -0.088 -1.403 0.671 0.3015
N -1.626 0.179 -0.157 0.7034
O 2.650 -1.742 -0.269 0.0110
O 2.499 0.699 1.173 0.0096
O 3.127 0.848 -1.139 0.0106
P 2.085 0.073 -0.235 0.0913
H -3.670 0.140 0.386 0.0022
H -2.939 -1.433 0.543 0.0376
H -2.444 -0.368 1.736 0.0398
H -1.144 1.428 -1.616 0.0341
H -2.817 1.433 -1.088 0.0113
H -1.422 2.301 -0.184 0.0545
H 0.880 -1.479 0.732 -0.0251
H -0.718 -1.974 1.243 -0.0078
H 3.542 -1.794 0.202 0.0023
H 3.341 1.119 0.809 0.0021
H 2.978 0.905 -2.064 0.0022
```

***

(5)
Molecular formula: C4H6N2O
Method: DFT, ωB97M-V/def2-TZVPD

The largest force on an atom is 2.2 eV/Å. Its charge is 0. The calculation puts the highest occupied orbital energy at -0.281 Eh.

XYZ file:
```
13
Properties=species:S:1:pos:R:3:nbo_charge:R:1
C 2.191 -0.168 -0.141 -0.7000
C 0.812 -0.673 -0.174 0.5285
N 0.027 -0.999 -1.066 -0.3795
C -1.148 -0.276 -0.905 -0.3360
C -1.302 0.325 0.332 0.4677
O -2.502 0.819 0.725 -0.6698
N -0.259 0.315 1.153 -0.7340
H 2.832 -0.734 -0.827 0.2504
H 2.517 -0.237 0.890 0.2371
H 2.202 0.889 -0.455 0.2451
H -1.645 0.012 -1.811 0.2101
H -3.162 0.435 0.130 0.4903
H -0.564 0.291 2.150 0.3901
```

***

(6)
Molecular formula: C3H10O3SSi
Method: DFT, ωB97M-V/def2-TZVPD

The largest force on an atom is 4.0 eV/Å. Its charge is 0. The calculation puts the highest occupied orbital energy at -0.315 Eh.

XYZ file:
```
18
Properties=species:S:1:pos:R:3:nbo_charge:R:1
C 1.984 -0.200 -1.831 -0.2402
C -0.360 1.736 2.127 -0.2231
C -0.719 -2.886 0.086 -0.2464
O 1.253 -0.750 -0.709 -0.9433
O 0.238 0.899 1.144 -0.9455
O -0.788 -1.525 0.632 -0.9417
Si -0.049 -0.217 0.020 2.3062
S -1.834 1.214 -1.471 -0.6125
H 1.298 -0.150 -2.723 0.1951
H 2.880 -1.036 -2.016 0.1890
H 2.485 0.698 -1.563 0.1934
H 0.345 2.583 2.200 0.1916
H -0.494 1.135 3.004 0.1855
H -1.366 2.173 1.871 0.1868
H -0.491 -3.473 0.999 0.1910
H 0.143 -2.923 -0.583 0.1937
H -1.743 -3.065 -0.291 0.2012
H -0.953 0.890 -2.478 0.1192
```